No. 1
Entry from OMol25: a cluster of 9 separate species, C32H50Br4O21 in total (the ωB97M-V functional and the def2-TZVPD basis).

Computed properties:
Structure (SMILES): C[C@H]1COC(=O)O1.C[C@H]1COC(=O)O1.C[C@H]1COC(=O)O1.C[C@H]1COC(=O)O1.C[C@H]1COC(=O)O1.C[C@H]1COC(=O)O1.C[C@H]1COC(=O)O1.BrCCBr.BrCCBr
Kohn-Sham gap, eV: 10.12
HOMO, eV: -10.34
E_LUMO, eV: -0.229

Each line ends with the Löwdin charge.
Atoms and positions in Å:
C (-7.890, -5.649, 1.112)  -0.023
C (-7.028, -5.035, -0.009)  -0.283
C (-5.922, -4.036, 0.357)  -0.094
O (-4.845, -4.622, -0.274)  0.075
C (-5.150, -5.737, -0.919)  -0.597
O (-4.359, -6.378, -1.598)  0.121
O (-6.396, -6.077, -0.769)  0.128
H (-8.721, -5.134, 1.592)  0.083
H (-7.289, -6.004, 1.950)  0.082
H (-8.394, -6.517, 0.687)  0.084
H (-7.784, -4.531, -0.611)  0.145
H (-5.650, -4.129, 1.408)  0.139
H (-6.118, -3.035, -0.026)  0.141
C (1.533, -7.576, 1.888)  -0.003
C (0.310, -7.090, 2.764)  -0.266
C (-1.051, -7.612, 2.287)  -0.086
O (-1.554, -8.099, 3.525)  0.067
C (-0.565, -8.249, 4.431)  -0.591
O (-0.694, -8.858, 5.533)  0.078
O (0.460, -7.617, 4.097)  0.132
H (1.654, -8.655, 1.979)  0.092
H (2.377, -7.102, 2.390)  0.077
H (1.445, -7.087, 0.918)  0.085
H (0.227, -6.004, 2.755)  0.148
H (-0.866, -8.335, 1.493)  0.132
H (-1.721, -6.816, 1.961)  0.135
C (3.113, 7.165, -4.507)  -0.001
C (4.274, 8.198, -4.432)  -0.350
C (4.059, 9.724, -4.329)  -0.108
O (4.862, 10.068, -3.259)  0.086
C (5.409, 8.975, -2.701)  -0.552
O (6.334, 8.996, -1.925)  0.154
O (4.977, 7.929, -3.347)  0.111
H (2.460, 7.233, -5.377)  0.079
H (2.524, 7.008, -3.603)  0.084
H (3.486, 6.147, -4.615)  0.077
H (4.929, 8.169, -5.303)  0.153
H (3.045, 9.972, -4.014)  0.131
H (4.180, 10.224, -5.290)  0.136
C (-1.084, -3.366, -4.755)  -0.021
C (0.396, -3.804, -4.553)  -0.253
C (0.580, -5.041, -3.607)  -0.151
O (1.079, -6.056, -4.330)  0.087
C (1.299, -5.565, -5.584)  -0.530
O (1.872, -6.236, -6.442)  0.115
O (0.829, -4.350, -5.805)  0.093
H (-1.675, -4.245, -5.010)  0.085
H (-1.286, -2.713, -5.604)  0.076
H (-1.583, -2.940, -3.885)  0.081
H (0.993, -2.934, -4.280)  0.146
H (-0.411, -5.296, -3.231)  0.136
H (1.303, -4.767, -2.839)  0.137
C (0.070, 2.676, -1.467)  0.011
C (-0.670, 1.813, -0.421)  -0.297
C (-1.945, 1.215, -0.755)  -0.147
O (-1.876, -0.164, -0.520)  0.127
C (-0.616, -0.427, -0.219)  -0.620
O (-0.140, -1.587, -0.195)  0.081
O (0.064, 0.614, -0.097)  0.144
H (-0.455, 3.625, -1.575)  0.088
H (-0.073, 2.151, -2.412)  0.086
H (1.111, 2.837, -1.187)  0.091
H (-0.796, 2.341, 0.524)  0.158
H (-2.179, 1.554, -1.764)  0.135
H (-2.714, 1.786, -0.236)  0.140
C (5.298, 7.383, 3.153)  -0.028
C (4.883, 6.011, 2.853)  -0.377
C (5.386, 4.912, 3.776)  -0.034
O (4.173, 4.139, 4.033)  0.120
C (3.167, 4.681, 3.484)  -0.594
O (1.983, 4.286, 3.569)  0.089
O (3.493, 5.859, 2.944)  0.104
H (4.975, 7.760, 4.123)  0.099
H (4.844, 8.099, 2.468)  0.096
H (6.378, 7.325, 3.017)  0.101
H (5.293, 5.773, 1.872)  0.154
H (5.853, 5.293, 4.685)  0.136
H (6.149, 4.319, 3.273)  0.134
C (1.632, -2.964, 7.213)  -0.025
C (1.283, -1.614, 6.691)  -0.349
C (0.366, -1.529, 5.434)  -0.090
O (-0.538, -0.584, 5.920)  0.018
C (-0.404, -0.259, 7.285)  -0.464
O (-1.071, 0.598, 7.849)  0.135
O (0.576, -1.051, 7.735)  0.067
H (2.293, -2.849, 8.071)  0.091
H (2.414, -3.331, 6.549)  0.085
H (0.844, -3.713, 7.297)  0.101
H (2.077, -0.867, 6.671)  0.164
H (-0.107, -2.472, 5.161)  0.133
H (0.929, -1.024, 4.649)  0.134
Br (-0.155, -0.297, -11.766)  0.612
C (0.187, -0.540, -9.840)  -0.677
C (1.039, 0.528, -9.288)  -0.757
Br (0.955, 0.940, -7.389)  0.605
H (0.562, -1.528, -9.574)  0.077
H (-0.829, -0.314, -9.514)  0.036
H (0.933, 1.457, -9.848)  0.043
H (2.054, 0.214, -9.535)  0.060
Br (-4.394, 5.234, 1.529)  0.511
C (-5.064, 5.553, 3.420)  -0.656
C (-4.524, 4.499, 4.385)  -0.574
Br (-5.552, 4.758, 6.171)  0.514
H (-6.124, 5.722, 3.233)  0.044
H (-4.710, 6.528, 3.757)  0.050
H (-3.449, 4.567, 4.553)  0.066
H (-4.851, 3.552, 3.957)  0.045

***

No. 2
Entry from OMol25: a cluster of 7 separate species, C32H50BrFN8O5P in total (the ωB97M-V functional and the def2-TZVPD basis).

Computed properties:
Kohn-Sham gap, eV: 5.83
Charge: +1
HOMO, eV: -10.70
E_LUMO, eV: -4.864

Each line ends with the Löwdin charge.
Atoms and positions in Å:
C (9.348, 1.040, 2.840)  -0.149
O (8.128, 1.554, 2.296)  -0.226
C (7.169, 0.488, 2.081)  -0.217
C (5.705, 1.012, 2.420)  -0.157
C (4.709, 0.934, 1.162)  -0.193
C (3.918, 2.302, 1.040)  -0.220
C (2.949, 2.380, -0.201)  -0.207
C (1.589, 1.597, -0.033)  -0.208
C (0.609, 2.217, 1.048)  -0.199
C (-0.317, 3.360, 0.473)  -0.170
C (-1.428, 3.885, 1.473)  -0.164
N (-1.864, 2.849, 2.470)  -0.072
C (-1.190, 2.881, 3.683)  0.016
C (-1.461, 1.934, 4.765)  0.085
C (-2.524, 0.926, 4.544)  0.013
C (-2.799, -0.083, 5.695)  -0.317
O (-3.872, -0.361, 6.137)  0.214
O (-1.664, -0.720, 6.323)  0.045
F (-1.146, 0.157, 7.266)  -0.014
C (-3.242, 0.945, 3.245)  -0.065
C (-4.356, -0.113, 3.005)  -0.033
C (-3.715, -1.375, 2.280)  -0.380
O (-4.038, -2.494, 2.633)  0.116
N (-2.726, -1.250, 1.210)  -0.182
C (-3.214, -1.922, -0.051)  -0.082
C (-1.459, -1.959, 1.545)  -0.087
C (-2.880, 1.921, 2.188)  -0.253
P (-3.678, 2.079, 0.479)  0.697
O (-4.607, 0.734, 0.110)  -0.466
Br (-5.079, 3.870, 0.731)  0.337
H (9.630, 0.028, 2.426)  0.068
H (9.337, 0.966, 3.975)  0.097
H (10.209, 1.733, 2.596)  0.083
H (7.253, 0.018, 1.063)  0.123
H (7.446, -0.313, 2.839)  0.117
H (5.815, 2.059, 2.817)  0.110
H (5.317, 0.383, 3.273)  0.107
H (5.349, 0.705, 0.267)  0.106
H (4.000, 0.065, 1.284)  0.106
H (3.433, 2.533, 2.028)  0.100
H (4.712, 3.101, 0.892)  0.119
H (3.472, 1.926, -1.101)  0.119
H (2.780, 3.466, -0.489)  0.109
H (1.769, 0.505, 0.198)  0.070
H (1.078, 1.615, -1.048)  0.114
H (1.231, 2.670, 1.880)  0.103
H (0.000, 1.394, 1.540)  0.102
H (0.365, 4.229, 0.224)  0.126
H (-0.791, 3.068, -0.512)  0.106
H (-2.298, 4.365, 0.947)  0.071
H (-0.953, 4.718, 2.076)  0.136
H (-0.398, 3.654, 3.859)  0.154
H (-0.913, 1.939, 5.735)  0.128
H (-4.814, -0.520, 3.954)  0.128
H (-5.226, 0.312, 2.424)  0.122
H (-2.670, -2.899, -0.233)  0.086
H (-3.049, -1.241, -0.940)  0.094
H (-4.325, -2.091, 0.013)  0.082
H (-0.791, -1.990, 0.632)  0.075
H (-1.641, -3.032, 1.860)  0.105
H (-0.870, -1.446, 2.366)  0.093
H (-5.535, 1.014, 0.233)  0.024
C (0.289, -3.530, -1.937)  -0.081
C (1.185, -2.480, -1.391)  -0.243
N (1.885, -1.665, -0.965)  0.136
H (0.129, -3.363, -3.000)  0.070
H (0.737, -4.508, -1.796)  0.034
H (-0.673, -3.500, -1.423)  0.057
C (-6.922, -2.385, -1.868)  -0.061
C (-5.831, -2.559, -2.858)  -0.261
N (-4.980, -2.695, -3.626)  0.131
H (-6.899, -3.199, -1.144)  0.085
H (-6.798, -1.437, -1.343)  0.062
H (-7.887, -2.387, -2.376)  0.083
C (12.229, 1.916, -0.572)  -0.063
C (11.922, 0.714, 0.242)  -0.260
N (11.683, -0.220, 0.875)  0.132
H (12.178, 1.668, -1.632)  0.079
H (11.508, 2.704, -0.356)  0.078
H (13.231, 2.276, -0.338)  0.080
C (-5.763, -2.834, -7.126)  -0.082
C (-6.586, -3.597, -8.096)  -0.274
N (-7.227, -4.191, -8.850)  0.119
H (-6.198, -1.848, -6.964)  0.074
H (-5.722, -3.365, -6.175)  0.047
H (-4.750, -2.716, -7.511)  0.077
C (-6.935, 2.800, -3.282)  -0.028
C (-6.124, 2.151, -2.224)  -0.147
N (-5.489, 1.643, -1.395)  0.043
H (-7.982, 2.522, -3.168)  0.089
H (-6.842, 3.884, -3.206)  0.089
H (-6.586, 2.480, -4.264)  0.090
C (0.431, -5.681, -5.852)  -0.052
C (0.916, -5.693, -4.450)  -0.226
N (1.293, -5.704, -3.359)  0.134
H (-0.570, -6.110, -5.902)  0.083
H (0.399, -4.658, -6.225)  0.081
H (1.101, -6.268, -6.480)  0.084

***

No. 3
Entry from OMol25: a structure of composition C32H51BrCl2FN2O3 (the ωB97M-V functional and the def2-TZVPD basis).

Computed properties:
Kohn-Sham gap, eV: 6.34
Charge: +1
HOMO, eV: -10.42
E_LUMO, eV: -4.077

Each line ends with the Löwdin charge.
Atoms and positions in Å:
C (-1.074, -0.344, 3.567)  -0.094
O (-0.086, 0.146, 4.456)  -0.165
C (1.211, -0.318, 4.190)  -0.250
C (2.102, 0.752, 3.524)  -0.166
C (3.524, 0.209, 3.444)  -0.193
C (4.518, 1.177, 2.773)  -0.098
C (4.362, 1.161, 1.262)  -0.133
C (4.257, -0.023, 0.578)  0.060
C (4.038, 0.051, -0.805)  -0.128
C (3.888, -1.215, -1.624)  -0.154
C (4.484, -2.448, -0.922)  -0.725
C (4.982, -3.493, -1.947)  -0.127
Br (3.145, -3.302, 0.216)  0.758
N (3.949, 1.275, -1.333)  -0.070
C (3.618, 1.385, -2.778)  -0.034
C (2.100, 1.120, -3.000)  -0.192
O (1.333, 2.281, -3.034)  -0.099
C (0.931, 2.765, -1.755)  -0.166
C (-0.515, 2.407, -1.429)  -0.160
O (-0.588, 0.996, -1.517)  -0.061
C (-1.740, 0.430, -0.997)  -0.266
C (-2.419, 0.874, 0.120)  -0.018
C (-3.552, 0.198, 0.586)  -0.032
C (-4.009, -0.934, -0.071)  -0.180
C (-5.224, -1.757, 0.404)  -0.461
C (-4.695, -3.220, 0.533)  -0.052
C (-5.678, -1.373, 1.819)  -0.049
C (-6.354, -1.816, -0.655)  -0.107
C (-7.339, -0.630, -0.741)  -0.575
C (-8.549, -0.775, 0.215)  -0.047
C (-6.701, 0.762, -0.641)  -0.048
C (-7.956, -0.704, -2.166)  -0.071
C (-3.331, -1.385, -1.218)  -0.018
C (-2.213, -0.702, -1.661)  0.007
N (4.112, 2.423, -0.739)  0.077
C (4.330, 2.382, 0.567)  -0.490
F (4.446, 3.525, 1.191)  0.152
H (-2.021, -0.466, 4.099)  0.090
H (-0.827, -1.314, 3.125)  0.089
H (-1.262, 0.390, 2.773)  0.070
H (1.688, -0.584, 5.142)  0.129
H (1.238, -1.220, 3.563)  0.118
H (2.024, 1.652, 4.141)  0.127
H (1.657, 0.967, 2.543)  0.118
H (3.485, -0.768, 2.950)  0.100
H (3.882, 0.014, 4.460)  0.127
H (4.249, 2.182, 3.107)  0.121
H (5.553, 1.000, 3.074)  0.137
H (4.294, -0.974, 1.081)  0.081
H (2.828, -1.376, -1.843)  0.121
H (4.391, -1.143, -2.590)  0.116
H (5.355, -2.182, -0.325)  0.092
H (5.765, -4.071, -1.452)  0.084
H (4.175, -4.162, -2.238)  0.070
H (5.449, -3.005, -2.804)  0.081
H (3.782, 2.410, -3.107)  0.145
H (4.246, 0.732, -3.377)  0.124
H (1.724, 0.369, -2.297)  0.112
H (2.021, 0.662, -3.992)  0.142
H (1.144, 3.826, -1.613)  0.137
H (1.522, 2.232, -0.997)  0.106
H (-1.155, 2.912, -2.159)  0.146
H (-0.677, 2.781, -0.414)  0.120
H (-2.070, 1.737, 0.676)  0.104
H (-4.074, 0.560, 1.462)  0.110
H (-5.383, -3.838, 1.111)  0.085
H (-3.724, -3.231, 1.040)  0.091
H (-4.519, -3.673, -0.445)  0.076
H (-6.242, -2.175, 2.300)  0.091
H (-4.773, -1.256, 2.426)  0.082
H (-6.260, -0.455, 1.877)  0.066
H (-6.959, -2.696, -0.394)  0.128
H (-5.912, -2.055, -1.628)  0.115
H (-9.092, -1.678, -0.079)  0.086
H (-9.223, 0.052, -0.020)  0.083
H (-8.271, -0.799, 1.267)  0.067
H (-7.482, 1.501, -0.854)  0.087
H (-5.947, 0.874, -1.424)  0.088
H (-6.302, 1.012, 0.342)  0.068
H (-7.158, -0.429, -2.867)  0.082
H (-8.284, -1.716, -2.410)  0.087
H (-8.750, 0.035, -2.294)  0.084
H (-3.667, -2.259, -1.757)  0.111
H (-1.690, -1.058, -2.543)  0.118
Cl (6.432, 2.388, -0.348)  0.892
C (8.032, 1.747, -0.887)  -0.545
C (9.131, 2.777, -0.813)  -0.655
Cl (8.904, 4.067, -2.016)  0.567
H (7.905, 1.370, -1.899)  0.073
H (8.267, 0.908, -0.232)  0.080
H (10.091, 2.307, -1.024)  0.079
H (9.184, 3.236, 0.171)  0.073